[1]
An isolated molecule of C23H26N4 at a distorted geometry. Source: OMol25; level of theory: ωB97M-V/def2-TZVPD.

Summary:
Energy relative to the best compared isomer or geometry (same formula, charge and spin) in eV: 1.500
E in a.u.: -1111.009588
HOMO energy in eV: -7.6
SMILES: Cc1cn([C@H](c2ccc(N(C)C)cc2)c2cn(C)c3ccccc23)c(C)n1
Frontier orbital gap in eV: 8.222
Molecular weight in g/mol: 358.5

Positions of all 53 atoms, in Å:
C -3.349329 1.930777 -0.184870
C -3.101784 0.521993 -0.511776
N -2.720901 -0.344300 0.430144
C -2.571119 -1.555078 -0.144677
C -2.262642 -2.765384 0.691377
C -2.831544 -1.400603 -1.507105
N -3.133245 -0.094227 -1.733136
H -3.368197 2.548395 -1.079311
H -4.270423 2.040784 0.406538
H -2.544101 2.265854 0.481717
H -2.056354 -3.635959 0.049397
H -1.405315 -2.603704 1.372350
H -3.137314 -3.003672 1.328694
H -2.764123 -2.119534 -2.296765
C -7.104665 -4.146075 -5.671195
N -6.082901 -3.319089 -6.266555
C -5.425924 -3.921425 -7.399134
C -5.450289 -2.311715 -5.566802
C -4.063747 -2.392673 -5.338081
C -3.434542 -1.345112 -4.675609
C -4.116350 -0.266308 -4.146244
C -3.359863 0.609227 -3.105389
C -2.131559 1.261799 -3.704255
C -1.621579 2.595827 -3.452813
C -2.076701 3.769625 -2.842448
C -1.153572 4.777617 -2.488444
C 0.198899 4.724170 -2.863823
C 0.668540 3.611226 -3.603695
C -0.265929 2.624646 -3.899383
N -0.032458 1.436226 -4.583769
C 1.218990 1.042219 -5.214086
C -1.203572 0.719317 -4.618058
C -5.476683 -0.124824 -4.480900
C -6.139087 -1.144002 -5.164158
H -7.484019 -3.676392 -4.749772
H -7.933179 -4.278837 -6.385498
H -6.711162 -5.158115 -5.415420
H -4.685650 -3.236220 -7.835925
H -4.914512 -4.870829 -7.156346
H -6.175749 -4.144562 -8.172066
H -3.523303 -3.320565 -5.518483
H -2.364712 -1.440989 -4.566294
H -4.030661 1.372040 -2.702665
H -3.113944 3.851068 -2.562621
H -1.473418 5.647402 -1.900422
H 0.899995 5.540982 -2.647343
H 1.702923 3.536579 -3.982102
H 1.978228 1.777959 -4.942894
H 1.546267 0.035393 -4.887732
H 1.085294 1.011985 -6.308903
H -1.193944 -0.199298 -5.189990
H -6.011916 0.804821 -4.211819
H -7.215429 -1.064008 -5.324655

Cartesian forces, eV/Å:
C -0.1 0.6 0.3
C 1.0 -1.4 0.6
N -0.7 1.2 0.1
C -0.2 0.2 -1.4
C -0.2 -0.2 -0.1
C 0.8 -1.4 0.8
N -0.1 0.7 -1.3
H -0.1 0.1 0.3
H 0.1 0.0 -0.4
H -0.1 0.0 -0.3
H 0.0 0.2 0.3
H -0.4 0.0 -0.5
H 0.4 0.1 -0.3
H -0.1 -0.1 -0.2
C -0.2 -0.1 0.2
N -0.6 -0.5 -0.6
C 0.2 -0.1 -0.2
C 0.8 0.7 0.4
C -0.8 0.5 0.3
C 0.2 -0.9 -0.3
C 0.2 0.3 0.9
C -1.0 0.2 0.3
C 0.6 -0.1 -1.6
C 1.1 0.1 0.6
C 0.8 0.3 0.8
C -0.5 0.0 -0.3
C 0.5 -1.0 -0.8
C -0.4 1.1 0.3
C 0.3 -0.9 -0.2
N -0.5 0.5 -0.4
C -0.4 -0.3 -0.3
C 0.1 -0.1 1.9
C 0.2 0.1 0.5
C 0.3 -0.1 0.2
H 0.1 -0.2 -0.4
H 0.1 0.0 0.3
H -0.2 0.5 0.0
H -0.3 -0.2 0.2
H -0.1 0.1 0.0
H 0.1 0.0 0.1
H -0.1 0.3 -0.4
H -0.1 -0.1 0.5
H -0.1 0.3 -0.8
H -0.1 0.2 0.1
H -0.1 -0.4 -0.4
H -0.5 -0.4 0.1
H -0.7 0.2 0.4
H -0.1 -0.3 -0.2
H -0.2 0.6 0.0
H 0.2 0.1 0.4
H -0.1 0.2 0.3
H 0.2 -0.7 0.1
H 0.3 0.0 -0.2

natural (NBO) population analysis, charges in e, atoms 1 to 5: -0.66, 0.34, -0.48, 0.12, -0.63

[2]
An isolated molecule of C23H26N6. Source: OMol25; level of theory: ωB97M-V/def2-TZVPD.

Summary:
Energy relative to the best compared isomer or geometry (same formula, charge and spin) in eV: 0.000
E in a.u.: -1220.586870
HOMO energy in eV: -8.2
SMILES: Cc1ccc(C)c(-n2cc(CN[C@H](C)Cn3cncn3)c(-c3ccccc3)n2)c1
Frontier orbital gap in eV: 8.939
Molecular weight in g/mol: 386.5

Positions of all 55 atoms, in Å:
C 6.459572 1.012048 -0.910691
C 5.373593 0.129433 -0.376267
C 4.040789 0.481693 -0.514115
C 3.028919 -0.343713 -0.040291
C 3.324004 -1.535658 0.625849
C 4.664512 -1.882173 0.743602
C 5.671256 -1.076597 0.246408
H 6.702309 -1.379384 0.358349
H 4.921537 -2.800748 1.251212
C 2.263922 -2.391560 1.246720
H 2.690906 -2.988618 2.048964
H 1.813953 -3.074777 0.527409
H 1.464732 -1.776760 1.655016
N 1.699809 0.075113 -0.235055
C 0.672584 -0.646658 -0.731920
C -0.418059 0.188248 -0.812315
C 0.051702 1.430849 -0.310400
N 1.335595 1.327332 0.015735
C -0.654090 2.684493 -0.073722
C -1.795243 3.052759 -0.783114
C -2.443116 4.242451 -0.504054
C -1.962926 5.086220 0.482616
C -0.818001 4.738563 1.181835
C -0.169827 3.550803 0.907608
H 0.722839 3.269144 1.443807
H -0.432449 5.397788 1.946204
H -2.474391 6.012457 0.700176
H -3.326786 4.514761 -1.064145
H -2.167434 2.424698 -1.577471
C -1.787035 -0.233522 -1.231956
N -2.672186 -0.191930 -0.079485
H -2.779660 0.763034 0.241871
C -3.951865 -0.861775 -0.231740
C -5.120882 0.030697 0.169122
H -5.006832 0.358167 1.200419
H -5.159039 0.909101 -0.471653
H -6.061539 -0.505792 0.074816
C -3.926720 -2.133376 0.654826
N -2.779612 -2.929325 0.338931
C -1.522498 -2.803849 0.790335
N -0.727917 -3.638573 0.157160
C -1.559567 -4.264765 -0.698308
N -2.805226 -3.859156 -0.621940
H -1.237534 -5.026734 -1.377890
H -1.231667 -2.113730 1.553292
H -4.819532 -2.736487 0.480872
H -3.868013 -1.839973 1.704978
H -4.086940 -1.188794 -1.272968
H -1.731460 -1.266329 -1.587007
H -2.153056 0.378593 -2.076260
H 0.775622 -1.674235 -1.011772
H 3.762689 1.410407 -0.989451
H 6.137255 2.049956 -0.934494
H 7.357199 0.932668 -0.301810
H 6.715809 0.713541 -1.927845

Cartesian forces, eV/Å:
C 0.0 0.0 -0.1
C -0.1 0.0 0.1
C 0.0 -0.1 0.0
C 0.8 -0.2 0.1
C -0.1 0.2 0.0
C 0.0 0.0 -0.1
C 0.0 0.0 0.0
H 0.1 0.0 0.0
H 0.0 -0.1 0.1
C 0.0 -0.1 -0.1
H 0.0 0.0 0.1
H -0.1 0.0 0.0
H -0.1 0.0 0.1
N -0.6 -0.2 -0.1
C -0.3 0.3 -0.2
C 0.3 -0.1 -0.1
C 0.4 -0.8 -0.2
N 0.1 0.8 0.3
C -0.1 0.4 0.2
C 0.1 -0.1 0.0
C -0.1 0.1 0.0
C -0.1 0.1 0.0
C 0.0 0.1 0.0
C 0.0 -0.1 0.0
H 0.1 0.0 0.1
H 0.0 0.0 0.1
H 0.0 0.1 0.0
H 0.0 0.0 0.0
H 0.0 -0.1 -0.1
C 0.1 0.0 -0.1
N -0.2 0.3 0.1
H -0.1 0.0 0.0
C -0.1 -0.2 0.3
C 0.2 -0.2 -0.2
H 0.0 0.1 0.1
H 0.0 0.1 0.0
H -0.1 0.0 0.0
C -0.5 0.5 -0.4
N 0.7 -0.2 0.3
C -0.1 -0.1 -0.1
N 0.5 0.0 0.2
C -0.2 0.2 0.1
N -0.6 -0.4 -0.6
H 0.0 -0.2 -0.2
H 0.0 0.2 0.2
H 0.1 0.0 0.1
H 0.0 0.0 -0.1
H 0.0 0.0 0.1
H 0.0 0.1 0.0
H 0.0 -0.2 0.1
H 0.0 -0.3 0.0
H 0.0 0.1 -0.1
H 0.0 0.1 0.0
H 0.1 0.0 0.0
H 0.1 0.1 -0.1

natural (NBO) population analysis, charges in e, atoms 1 to 5: -0.63, -0.02, -0.21, 0.21, -0.04

[3]
The ion C23H26NO7S2 with charge -1 at a distorted geometry. Source: OMol25; level of theory: ωB97M-V/def2-TZVPD.

Summary:
E in a.u.: -2269.736630
HOMO energy in eV: -3.8
SMILES: CCOC(=O)[C@H](/N=C/c1ccccc1)[C@H](C1=[S@@](=O)([O-])CCCS1(=O)=O)c1ccc(OC)cc1
Charge: -1
Frontier orbital gap in eV: 6.588
Molecular weight in g/mol: 492.6

Positions of all 59 atoms, in Å:
C -5.685375 3.336389 -1.355383
O -5.231015 2.215823 -0.576526
C -3.949928 1.781372 -0.660623
C -2.969904 2.257083 -1.553925
C -1.645118 1.779063 -1.436064
C -1.230758 0.859434 -0.423874
C 0.233446 0.288220 -0.179223
C 1.113636 1.507980 -0.248214
S 2.829362 1.314390 -0.319626
O 3.404072 1.645380 0.977785
O 3.111293 0.025243 -0.925101
C 3.359662 2.625833 -1.446736
C 3.350749 3.976660 -0.772225
C 2.246478 4.130094 0.265562
S 0.727101 3.223490 -0.172930
O 0.445403 3.708763 -1.521406
O -0.229779 3.497665 0.892056
C -2.251825 0.351828 0.340909
C -3.579910 0.767424 0.241653
H -6.746067 3.416278 -1.095624
H -5.165920 4.271886 -1.078733
H -5.582004 3.147800 -2.437806
H -3.245912 3.021104 -2.287659
H -0.976449 2.196954 -2.189272
H 0.548216 -0.344292 -1.114900
H 4.368346 2.302034 -1.721290
H 2.735035 2.589516 -2.346590
H 4.318676 4.136757 -0.289165
H 3.242363 4.756350 -1.529724
H 2.564595 3.799282 1.261768
H 1.916081 5.180276 0.324509
H -1.977294 -0.402835 1.075787
H -4.324283 0.333520 0.907374
C 4.585259 -0.045294 3.152873
C 3.929656 -1.199264 2.441928
O 2.539260 -0.729002 2.151741
C 1.869096 -1.542756 1.302712
C 0.550107 -0.858638 0.718388
N -0.203757 -2.047101 0.564833
C -1.073315 -2.553724 -0.201881
C -1.475563 -3.991554 -0.318973
C -2.581969 -4.352243 -1.117228
C -2.973227 -5.677569 -1.250087
C -2.267150 -6.682884 -0.569864
C -1.160777 -6.346718 0.230016
C -0.751454 -5.006988 0.351520
O 2.193017 -2.704985 1.142642
H 5.636177 -0.263660 3.392656
H 4.565021 0.840558 2.502988
H 4.068636 0.188350 4.096642
H 4.452731 -1.422785 1.500794
H 3.893149 -2.090889 3.080108
H 0.170279 -0.220183 1.559783
H -1.701635 -1.893055 -0.856898
H -3.120060 -3.557269 -1.632460
H -3.817799 -5.933250 -1.882870
H -2.569977 -7.727938 -0.670772
H -0.607181 -7.137929 0.757889
H 0.128503 -4.740003 0.948729

Cartesian forces, eV/Å:
C 0.3 -0.5 0.3
O -0.8 0.6 -0.4
C 1.3 -0.5 0.2
C 0.0 -0.6 0.9
C 0.0 -0.1 -0.3
C 0.1 -0.8 -0.5
C 1.4 0.9 -6.7
C 2.0 1.1 0.7
S -2.5 0.6 0.0
O 1.1 0.0 -0.7
O 0.5 -0.2 0.2
C 0.5 -0.9 -0.3
C 0.2 0.4 0.0
C -0.3 0.0 0.5
S 0.0 -1.4 0.6
O -0.1 0.7 0.2
O 0.0 0.3 -0.6
C -0.6 -0.1 0.7
C 0.0 0.4 -0.1
H 0.2 0.1 -0.2
H -0.1 -0.4 -0.1
H 0.0 0.1 0.4
H 0.4 -0.3 0.2
H 0.1 -0.4 0.5
H -1.0 1.6 0.0
H 0.0 0.2 -0.1
H 0.0 -0.1 0.4
H -0.1 0.0 0.1
H 0.0 -0.1 0.0
H -0.2 0.0 -0.4
H -0.1 -0.5 0.0
H -0.4 0.1 0.0
H 0.1 0.2 -0.2
C 0.3 0.6 0.2
C -0.8 0.5 0.1
O 0.8 -0.9 -0.6
C 0.9 0.4 -0.1
C -1.8 -0.1 4.4
N -0.9 -2.5 -0.3
C -0.5 2.2 -0.6
C 0.5 -0.7 0.7
C 0.6 0.5 0.4
C 0.4 -0.3 0.4
C 0.2 0.4 0.1
C -0.1 0.3 -0.1
C -0.5 -0.1 -0.3
O -0.5 1.5 -0.3
H -0.2 -0.2 -0.1
H 0.0 -0.3 0.4
H 0.1 -0.1 -0.3
H -0.5 0.0 0.2
H -0.2 0.1 -0.3
H 0.2 -1.6 1.2
H 0.4 -0.4 0.0
H 0.1 -0.2 0.1
H 0.1 0.0 0.1
H 0.1 0.3 0.0
H -0.3 0.4 -0.3
H -0.4 0.0 -0.3

natural (NBO) population analysis, charges in e, atoms 1 to 5: -0.25, -0.51, 0.30, -0.34, -0.10